No. 1
C34H30ClN2O | wB97M-V/def2-TZVPD

Last column: natural (NBO) charge in e.
Element x y z (Å)
C  -1.290  4.206  -7.321  -0.2216
C  -1.286  2.808  -7.255  -0.1902
C  -1.738  2.155  -6.105  -0.2623
C  -2.205  2.916  -5.031  0.2867
O  -2.697  2.253  -3.899  -0.5141
C  -1.748  1.569  -3.135  0.2821
C  -0.889  2.310  -2.312  -0.2502
C  0.017  1.660  -1.506  -0.2080
C  0.190  0.279  -1.631  -0.0362
C  1.162  -0.417  -0.725  -0.4417
C  1.927  -1.620  -1.220  -0.0336
C  2.519  -2.472  -0.281  -0.1693
C  3.285  -3.555  -0.701  -0.2206
C  3.411  -3.845  -2.061  -0.2118
C  2.697  -3.084  -2.992  -0.1911
C  1.985  -1.957  -2.571  -0.2168
C  -0.757  -0.463  -2.352  -0.2251
C  -1.667  0.173  -3.178  -0.2017
C  -2.236  4.314  -5.088  -0.2614
C  -1.747  4.953  -6.230  -0.1921
H  -0.930  4.705  -8.225  0.2237
H  -0.947  2.197  -8.092  0.2213
H  -1.759  1.069  -6.020  0.2220
H  -1.004  3.389  -2.295  0.2329
H  0.552  2.201  -0.720  0.2096
H  1.859  0.311  -0.287  0.2195
H  2.336  -2.271  0.769  0.1785
H  3.784  -4.159  0.049  0.2169
H  4.037  -4.660  -2.395  0.2238
H  2.690  -3.357  -4.047  0.2230
H  1.433  -1.369  -3.312  0.2253
H  -0.812  -1.552  -2.235  0.2221
H  -2.344  -0.400  -3.819  0.2287
H  -2.639  4.871  -4.246  0.2256
H  -1.744  6.044  -6.272  0.2221
C  -1.076  -2.694  2.361  -0.4213
N  0.028  -1.918  2.894  -0.3193
C  0.084  -0.564  2.843  0.5010
H  0.540  -0.824  0.022  0.1913
C  -1.065  0.307  2.701  -0.0760
C  -1.673  0.498  3.954  -0.2379
C  -2.750  1.355  4.084  -0.0349
Cl  -3.429  1.551  5.636  0.0638
C  -3.245  2.036  2.964  -0.1916
C  -2.646  1.819  1.718  -0.1806
C  -1.580  0.936  1.557  -0.2064
N  1.260  -0.160  3.379  -0.3060
C  1.706  1.220  3.428  -0.4214
C  1.891  -1.261  3.984  0.1151
C  1.094  -2.388  3.694  0.1755
C  0.974  -3.435  4.599  -0.2298
C  1.665  -3.340  5.816  -0.1852
C  2.460  -2.233  6.104  -0.1862
C  2.591  -1.183  5.183  -0.2116
H  -0.914  -3.743  2.601  0.2366
H  -2.044  -2.384  2.772  0.2356
H  -1.136  -2.569  1.265  0.2352
H  -1.306  -0.018  4.840  0.2355
H  -4.065  2.722  3.099  0.2470
H  -3.030  2.359  0.851  0.2447
H  -1.129  0.716  0.586  0.2529
H  2.706  1.267  3.860  0.2380
H  1.714  1.639  2.410  0.2344
H  1.061  1.860  4.033  0.2344
H  0.264  -4.239  4.423  0.2352
H  1.552  -4.113  6.573  0.2417
H  2.954  -2.161  7.072  0.2420
H  3.099  -0.259  5.433  0.2325

Its total energy is -53288.49072 eV. The gap between HOMO and LUMO is 7.6 eV. The calculation puts the energy relative to the best compared isomer or geometry (same formula, charge and spin) at 0.0 kJ/mol. The value obtained for the HOMO energy is -10.65 eV. Its total charge is +1. The value obtained for the LUMO energy is -3.007 eV. As for the spin multiplicity: 1.



No. 2
C3H8N3O2 | wB97M-V/def2-TZVPD

Last column: natural (NBO) charge in e.
Element x y z (Å)
C  1.992  1.000  -0.053  0.3819
C  0.808  -2.321  -0.490  0.6904
C  1.124  1.910  -0.789  -0.7170
N  1.787  -2.368  0.088  -0.4537
N  2.522  0.096  0.342  0.1246
N  -0.243  -2.304  -1.161  -0.8148
O  -1.680  -0.145  0.418  -0.9698
O  3.276  -0.684  0.915  -0.4699
H  1.564  2.889  -0.579  0.2792
H  0.004  1.789  -0.495  0.2753
H  1.116  1.660  -1.833  0.2653
H  -2.138  0.592  0.830  0.4966
H  2.728  -1.981  0.457  0.4817
H  -0.919  -1.552  -1.065  0.4758
H  -1.594  -0.716  1.194  0.4814
H  -0.469  -3.009  -1.930  0.4731

Its total energy is -11795.50329 eV. The gap between HOMO and LUMO is 10.8 eV. The calculation puts the energy relative to the best compared isomer or geometry (same formula, charge and spin) at 385.9 kJ/mol. The value obtained for the HOMO energy is -14.15 eV. Its total charge is +1. The value obtained for the LUMO energy is -3.371 eV. As for the spin multiplicity: 1.



No. 3
C21H22N2O3S | wB97M-V/def2-TZVPD

Last column: natural (NBO) charge in e.
Element x y z (Å)
C  1.932  3.376  -5.222  -0.5788
C  1.285  2.720  -3.920  0.0584
C  2.113  1.919  -3.120  -0.2975
C  1.619  1.512  -1.976  0.2034
N  2.287  0.937  -1.150  -0.4911
C  2.127  0.309  0.024  0.6405
O  3.032  -0.269  0.736  -0.6367
C  0.580  0.376  0.258  -0.1167
C  -0.209  1.071  -0.577  -0.1462
C  0.277  1.681  -1.647  -0.1855
C  -0.420  2.240  -2.682  -0.0580
C  -0.024  2.898  -3.881  -0.2918
H  -0.800  3.634  -4.337  0.2572
H  -1.508  2.415  -2.315  0.1915
H  -1.311  1.199  -0.290  0.2422
C  0.357  -0.172  1.656  -0.2341
N  -1.150  -0.575  1.720  -0.3630
C  -2.091  -0.029  2.282  0.5686
O  -3.373  -0.667  2.234  -0.7531
C  -1.719  1.114  3.035  -0.3080
C  -2.092  1.338  4.282  -0.1594
C  -1.560  2.616  4.728  -0.2346
C  -1.335  3.357  3.736  -0.4179
S  -1.193  2.618  2.268  0.4353
H  -1.343  4.341  3.599  0.2260
H  -1.885  2.898  5.857  0.2245
H  -2.389  0.675  5.100  0.2393
C  -1.421  -2.021  0.728  -0.1701
H  -1.017  -1.580  -0.249  0.2004
H  -2.462  -2.005  0.909  0.2742
C  -0.754  -3.256  1.214  0.0367
H  -0.817  -3.093  2.299  0.2016
C  0.684  -3.440  0.693  -0.4833
H  1.416  -3.152  1.438  0.2388
C  0.596  -4.746  0.139  -0.4128
H  1.273  -5.164  -0.789  0.2176
C  -1.059  -4.990  -0.203  -0.0862
H  -1.015  -6.003  -0.001  0.2112
O  -1.495  -4.306  0.895  -0.4880
H  -1.000  -4.563  -1.203  0.1831
H  0.990  -5.501  1.070  0.1921
H  1.139  -2.676  -0.162  0.1981
H  0.952  -0.988  1.814  0.2284
H  0.347  0.634  2.483  0.2448
H  3.450  0.683  -1.554  0.3819
H  3.134  1.932  -3.287  0.2109
H  1.702  4.533  -5.158  0.2134
H  2.881  3.262  -5.242  0.1799
H  1.267  2.904  -6.231  0.2129

Its total energy is -42079.68789 eV. The gap between HOMO and LUMO is 8.3 eV. The calculation puts the energy relative to the best compared isomer or geometry (same formula, charge and spin) at 1295.4 kJ/mol. The value obtained for the HOMO energy is -8.54 eV. As for the SMILES: Cc1ccc2cc(CN(C[C@@H]3CCCO3)C(=O)c3cccs3)c(=O)[nH]c2c1. The value obtained for the LUMO energy is -0.190 eV. As for the spin multiplicity: 1.



No. 4
C48H66BrCl3N7O4Si4TcTe | wB97M-V/def2-TZVPD

Last column: Löwdin spin population.
Element x y z (Å)
Tc  -1.883  1.332  0.235  1.7200
Br  -6.033  1.752  6.043  0.0018
C  -4.841  2.181  4.629  0.0091
C  -3.602  2.752  4.926  0.0088
C  -2.700  2.981  3.914  0.0065
C  -2.967  2.608  2.582  0.0164
O  -2.025  2.745  1.678  0.1023
C  -4.272  2.102  2.288  0.0129
C  -4.691  1.901  0.929  0.0307
N  -3.841  1.750  -0.035  -0.0079
C  -4.147  1.885  -1.400  0.0654
C  -5.391  1.763  -1.981  -0.0001
C  -5.538  1.951  -3.355  0.0911
C  -4.465  2.330  -4.136  -0.0269
C  -3.197  2.483  -3.580  0.0899
C  -2.065  2.955  -4.321  0.0285
C  -0.881  3.101  -3.699  0.0908
C  -0.666  2.639  -2.337  0.0234
N  -1.807  2.315  -1.566  0.2544
C  -3.010  2.212  -2.198  0.0521
C  -5.191  1.911  3.331  0.0032
H  -3.354  2.999  5.949  0.0002
H  -1.730  3.412  4.125  0.0001
H  -5.757  1.963  0.720  0.0004
H  -6.245  1.490  -1.378  -0.0010
H  -6.510  1.816  -3.808  0.0054
H  -4.599  2.524  -5.192  -0.0032
H  -2.209  3.246  -5.353  -0.0003
H  -0.019  3.518  -4.200  0.0026
H  0.028  3.247  -1.761  0.0184
H  -6.170  1.505  3.109  -0.0001
N  3.674  1.403  2.943  0.0043
C  2.576  1.326  2.157  0.0041
C  2.008  2.479  1.591  -0.0009
C  0.837  2.381  0.885  0.0055
N  0.188  1.222  0.673  0.0003
C  0.799  0.108  1.109  0.0056
C  1.960  0.105  1.838  0.0011
H  4.003  2.307  3.233  0.0001
H  3.978  0.605  3.471  0.0001
H  2.472  3.444  1.744  -0.0002
H  0.361  3.269  0.491  0.0010
H  0.306  -0.822  0.850  0.0005
H  2.384  -0.830  2.183  0.0000
C  -0.372  -4.706  5.882  0.0000
C  -1.890  -4.636  5.720  0.0000
C  -2.483  -3.967  6.973  0.0000
C  -2.431  -6.073  5.648  0.0000
C  -2.358  -3.845  4.447  0.0001
O  -3.775  -3.930  4.487  0.0000
C  -1.882  -4.458  3.091  0.0000
C  -0.659  -3.891  2.333  0.0000
C  0.691  -4.382  2.781  0.0000
C  1.053  -5.714  2.592  0.0000
C  2.294  -6.181  2.989  0.0000
C  3.197  -5.305  3.575  0.0000
Cl  4.748  -5.879  4.081  0.0000
C  2.869  -3.971  3.749  0.0000
C  1.621  -3.520  3.348  0.0000
C  -1.962  -2.350  4.589  0.0003
N  -2.337  -1.535  3.436  0.0046
C  -1.670  -0.507  2.919  0.0059
N  -2.282  -0.078  1.825  -0.0031
C  -3.366  -0.898  1.721  0.0051
N  -3.421  -1.785  2.679  -0.0004
H  -0.148  -5.246  6.803  0.0000
H  0.086  -3.718  5.962  0.0000
H  0.098  -5.244  5.061  0.0000
H  -2.405  -4.644  7.823  0.0000
H  -3.536  -3.736  6.822  0.0000
H  -1.945  -3.054  7.236  0.0000
H  -2.302  -6.558  6.615  0.0000
H  -1.894  -6.672  4.912  0.0000
H  -3.490  -6.072  5.399  0.0000
H  -4.131  -3.430  3.742  0.0000
H  -2.732  -4.363  2.415  0.0000
H  -1.732  -5.526  3.239  0.0000
H  -0.655  -2.802  2.346  0.0000
H  -0.786  -4.191  1.288  0.0000
H  0.353  -6.397  2.126  0.0000
H  2.566  -7.216  2.840  0.0000
H  3.586  -3.296  4.195  0.0000
H  1.366  -2.474  3.486  0.0000
H  -0.887  -2.241  4.730  0.0000
H  -2.483  -1.955  5.460  0.0001
H  -0.771  -0.091  3.343  0.0001
H  -4.087  -0.857  0.923  0.0005
Cl  -3.694  -3.308  -2.649  0.0003
C  -2.570  -1.959  -2.627  -0.0002
Cl  -2.786  -0.965  -4.088  0.0024
C  -2.827  -1.007  -1.439  0.0087
O  -3.948  -0.891  -0.987  0.0102
O  -1.764  -0.380  -1.018  0.0463
H  -1.551  -2.333  -2.623  0.0003
C  2.445  5.348  -2.852  0.0010
Si  2.734  4.304  -4.410  0.0039
C  4.472  4.667  -5.063  0.0001
C  1.545  4.913  -5.758  0.0012
Si  2.713  1.983  -3.898  0.0173
Te  0.785  0.845  -2.697  0.2521
Si  4.628  1.416  -2.565  0.0061
C  4.768  2.746  -1.217  0.0004
C  4.444  -0.263  -1.710  0.0046
C  6.185  1.395  -3.640  0.0016
Si  2.795  0.626  -5.895  0.0017
C  1.100  0.760  -6.722  -0.0001
C  3.127  -1.143  -5.303  0.0029
C  4.146  1.153  -7.109  0.0001
H  2.339  6.400  -3.122  0.0002
H  3.284  5.267  -2.159  0.0000
H  1.541  5.056  -2.312  0.0003
H  4.588  5.733  -5.263  0.0000
H  4.660  4.135  -5.997  0.0000
H  5.248  4.378  -4.353  0.0000
H  1.956  5.816  -6.211  0.0001
H  0.553  5.168  -5.382  0.0001
H  1.419  4.178  -6.555  0.0001
H  3.792  2.969  -0.779  -0.0001
H  5.174  3.676  -1.618  0.0000
H  5.428  2.425  -0.408  0.0001
H  3.512  -0.318  -1.142  0.0043
H  5.270  -0.443  -1.019  0.0001
H  4.438  -1.079  -2.435  0.0000
H  6.280  2.310  -4.226  0.0000
H  6.171  0.556  -4.337  0.0000
H  7.086  1.299  -3.031  0.0004
H  0.302  0.590  -6.000  -0.0002
H  0.978  0.026  -7.522  0.0000
H  0.951  1.748  -7.162  0.0000
H  2.578  -1.358  -4.384  0.0040
H  4.188  -1.306  -5.106  0.0001
H  2.817  -1.875  -6.052  0.0000
H  3.918  2.117  -7.565  0.0000
H  4.237  0.422  -7.916  0.0001
H  5.121  1.232  -6.627  0.0000

Its total energy is -218080.81573 eV. The gap between HOMO and LUMO (spin up / spin down) is 6.7 / 4.9 eV. The calculation puts the energy relative to the best compared isomer or geometry (same formula, charge and spin) at 0.0 kJ/mol. The value obtained for the HOMO energy (spin up / spin down) is -9.67 / -9.77 eV. Its total charge is +1. The value obtained for the LUMO energy (spin up / spin down) is -2.969 / -4.842 eV. As for the spin multiplicity: 4.